# C7H7BrN2

2 unconnected molecules or ions with the total composition C7H7BrN2 in a non-equilibrium geometry (wB97M-V/def2-TZVPD, OMol25).

Calculated values
multiplicity: 1
relative energy (zero: lowest compared OMol25 entry of this formula, charge and spin): 51.2 kcal/mol
HOMO level: -8.43 eV

```
17
Properties=species:S:1:pos:R:3:forces:R:3
C -1.333193 -0.647169 -1.941545 0.742 0.685 4.653
C -0.095032 -0.158392 -1.473165 1.905 -0.469 -0.309
C -2.238089 -1.075031 -0.969135 1.694 -0.287 -0.858
C 0.315534 -0.457134 -0.188648 1.702 -0.473 3.185
C -0.622234 -1.132894 0.732593 1.725 1.821 -1.870
C 2.570455 0.081104 1.843229 0.110 0.698 -0.027
C 2.202904 -0.085611 0.594473 -3.837 -0.841 -2.257
N -1.851327 -1.330103 0.272641 -0.295 -0.156 1.587
N -0.341017 -1.453658 2.050116 -2.413 -0.110 -0.428
Br 3.421790 -0.084537 -0.832840 0.026 0.174 -0.023
H -1.456328 -0.619665 -2.925694 -1.263 0.308 -3.920
H 0.620379 0.340700 -2.202964 -0.930 -0.744 1.088
H -3.257616 -1.307981 -1.192073 -0.460 -0.137 -0.200
H 3.553890 0.457102 2.067623 0.518 -0.365 -0.132
H 1.940086 0.085858 2.702912 -0.757 -0.068 0.170
H 0.530662 -1.385017 2.520717 0.427 0.253 -0.282
H -1.206899 -1.451001 2.613520 1.103 -0.290 -0.378
```
Positions in Å, forces in eV/Å.

List of Löwdin charges in e, atom by atom: C -0.068; C -0.098; C -0.139; C 0.001; C -0.361; C -0.118; C -0.632; N 0.080; N 0.124; Br 0.693; H 0.048; H 0.116; H 0.097; H 0.052; H 0.039; H 0.052; H 0.113


# C38H104O34P6

11 unconnected molecules or ions with the total composition C38H104O34P6 in a non-equilibrium geometry (wB97M-V/def2-TZVPD, OMol25).

Calculated values
multiplicity: 1
structure (SMILES): COP(=O)(OC)OC.COP(=O)(OC)OC.COP(=O)(OC)OC.COP(=O)(OC)OC.COP(=O)(OC)OC.COP(=O)(OC)OC.COCCOC.COCCOC.COCCOC.COCCOC.COCCOC
relative energy (zero: lowest compared OMol25 entry of this formula, charge and spin): 43.9 kcal/mol
HOMO level: -9.09 eV

```
182
Properties=species:S:1:pos:R:3:forces:R:3
C -13.258171 -17.561269 22.111977 -0.029 0.626 1.271
O -12.683766 -16.453301 22.894665 -0.216 -0.503 -0.385
C -12.931246 -16.468298 24.283092 0.211 1.265 0.849
C -14.150288 -15.644980 24.713388 -0.819 -0.184 -0.047
O -15.411262 -16.215918 24.314737 1.325 -0.407 -0.258
C -16.480514 -15.393303 24.666634 0.412 0.218 0.132
H -12.887963 -17.507173 21.096389 0.285 0.174 -0.002
H -14.346783 -17.553976 22.083709 -0.020 0.412 0.098
H -12.984808 -18.505993 22.573345 0.286 -0.207 -0.036
H -12.076447 -16.030902 24.898989 -0.610 -0.025 -1.301
H -12.948534 -17.443908 24.695441 -0.505 -1.453 0.101
H -14.037604 -14.641228 24.258824 -0.126 -0.206 0.264
H -14.272463 -15.569655 25.816131 0.862 0.202 -0.379
H -16.427378 -15.029919 25.699004 0.070 -0.156 0.134
H -17.352471 -15.992003 24.539460 -0.856 -0.214 -0.080
H -16.505365 -14.526548 24.022775 -0.217 0.469 -0.322
C -8.734960 -20.471681 10.793527 1.402 0.472 0.248
O -9.964398 -19.847656 11.160269 -0.098 -0.147 -0.501
C -9.913278 -18.439036 11.399487 0.906 -0.569 1.580
C -9.194607 -18.122553 12.757057 -0.718 0.510 -0.872
O -7.861831 -17.791491 12.485251 0.164 0.419 0.398
C -7.210576 -17.212311 13.597225 -0.872 -0.215 0.466
H -7.868967 -19.769502 10.960820 -0.792 -0.640 -0.080
H -8.650030 -20.806145 9.731271 -0.630 0.391 0.561
H -8.535771 -21.371161 11.421440 -0.403 0.611 -0.267
H -10.904128 -18.051764 11.537668 -0.760 -0.384 -0.235
H -9.457015 -17.901554 10.566281 0.312 -0.009 0.097
H -9.267865 -18.920125 13.491432 -0.011 -0.757 -0.194
H -9.711423 -17.305294 13.290907 0.105 0.275 -0.499
H -7.132028 -17.923877 14.436662 -0.002 -0.003 -0.164
H -7.739143 -16.306971 14.012302 0.459 -0.560 -0.692
H -6.236021 -17.010557 13.220606 0.851 0.589 0.140
C -11.681457 -10.000293 20.088901 -0.481 -0.331 -1.125
O -11.421243 -11.194719 20.784755 0.053 -0.117 0.460
C -12.104867 -11.214868 22.036339 -0.780 -1.246 -0.686
C -11.327072 -12.014329 23.072652 -0.788 0.913 0.566
O -10.141557 -11.354231 23.397540 -0.103 0.626 -0.480
C -9.369778 -12.028207 24.322158 1.740 -0.029 0.332
H -11.347978 -10.135146 19.044817 0.030 0.040 0.524
H -11.137567 -9.179997 20.531894 0.094 0.483 0.215
H -12.769075 -9.772424 20.025938 0.498 -0.083 0.204
H -13.088663 -11.748633 21.844286 0.764 0.616 0.480
H -12.308069 -10.192611 22.330725 0.002 0.189 0.484
H -11.074737 -12.961996 22.669013 0.016 -1.293 -0.534
H -11.941788 -12.173599 24.006716 0.291 0.153 -0.822
H -8.717028 -12.846560 23.975245 -0.366 0.153 -0.704
H -9.919070 -12.447701 25.122890 -1.115 -0.398 0.988
H -8.698640 -11.303635 24.765340 0.196 0.256 0.085
C -13.237401 -11.901361 17.249568 0.186 1.070 -0.081
O -14.120821 -10.888048 16.823801 -0.764 0.963 -0.242
C -13.562758 -10.038338 15.829921 -0.639 -0.591 -0.038
C -14.643373 -9.211193 15.176040 0.059 0.468 -0.596
O -15.487807 -9.932280 14.288007 0.599 0.453 0.238
C -14.713708 -10.503531 13.224461 -1.560 -0.920 0.992
H -13.206277 -12.638541 16.449736 0.981 -0.130 -0.028
H -13.692400 -12.398273 18.102108 0.126 0.128 0.291
H -12.310525 -11.326105 17.531987 -0.264 -1.552 -0.286
H -13.011926 -10.625859 15.085792 -0.016 0.002 0.074
H -12.865522 -9.308212 16.215456 0.544 0.164 0.735
H -14.099491 -8.416765 14.600030 -0.364 -0.364 0.236
H -15.275539 -8.687563 15.911495 0.151 -0.426 -0.165
H -14.055837 -9.770042 12.821421 0.790 0.534 -0.429
H -15.477316 -10.772155 12.493524 0.356 -0.259 -0.172
H -14.186636 -11.394069 13.613623 -0.081 0.355 -0.603
C -9.777422 -19.339209 19.452803 -0.663 0.897 0.844
O -10.246159 -20.643682 19.236710 0.286 0.245 -0.466
C -10.958336 -20.815464 18.035033 -0.095 -0.699 -0.269
C -11.274707 -22.360837 18.033345 -0.649 1.608 -0.369
O -12.053796 -22.722038 16.885180 0.441 -0.006 0.552
C -11.245453 -23.070865 15.774976 -1.399 0.064 -0.706
H -9.214060 -19.395689 20.362606 0.665 -0.057 0.422
H -10.571582 -18.597516 19.696692 -0.007 -0.505 -0.480
H -9.162403 -18.886938 18.670342 -0.010 -0.440 -0.302
H -10.358815 -20.453786 17.141680 -0.643 -0.421 0.826
H -11.929355 -20.272531 18.102678 0.512 -0.124 -0.389
H -11.954473 -22.425220 18.933168 1.039 -0.736 -0.819
H -10.321549 -22.938748 18.048339 -0.770 0.225 0.479
H -10.551138 -22.282061 15.503699 0.088 0.289 -0.138
H -11.964702 -23.262186 14.931581 0.835 0.227 0.681
H -10.683275 -23.972207 15.960823 0.259 -0.490 0.159
C -8.426476 -17.025534 22.372655 1.681 -0.459 -0.615
O -7.266936 -16.186940 22.094551 0.111 0.121 1.184
P -7.174137 -15.149476 20.955108 -0.886 1.803 -1.318
O -5.900473 -14.949897 20.280373 0.855 -0.135 0.328
O -8.275402 -15.647618 19.905569 -0.368 0.359 0.643
C -7.883733 -15.873729 18.558414 -0.831 0.355 -0.201
O -7.784813 -13.778114 21.557883 0.255 -2.297 0.971
C -7.976582 -12.646607 20.759195 -1.902 0.210 -1.068
H -9.094374 -16.548879 23.082202 0.137 -0.143 0.268
H -7.917052 -17.978261 22.690245 -1.213 0.873 -0.025
H -8.886839 -17.105561 21.400651 -0.681 -0.607 0.022
H -7.959698 -14.948463 17.968577 0.010 -0.330 0.176
H -8.544663 -16.636042 18.174460 -0.336 -0.031 -0.247
H -6.902202 -16.253264 18.563739 1.334 -0.271 -0.322
H -7.953325 -12.909277 19.690048 -0.052 0.119 0.225
H -7.215475 -11.931804 20.945442 0.681 0.725 0.265
H -8.997195 -12.233538 20.998753 1.091 -0.226 -0.257
C -16.691360 -19.896307 22.881349 0.807 1.736 0.832
O -17.177719 -19.914139 21.563313 -0.126 -0.099 -1.084
P -16.119452 -20.220776 20.392851 -2.572 1.195 1.002
O -14.861535 -19.471208 20.543268 -0.532 -0.836 -0.978
O -17.076579 -19.915520 19.144199 1.817 0.651 -0.200
C -18.364104 -20.496666 18.947404 -0.336 0.291 1.776
O -16.134763 -21.797165 20.485238 0.956 0.044 0.232
C -15.034856 -22.440683 19.847395 0.890 0.255 -1.297
H -15.913347 -20.679429 22.981330 -0.354 0.627 0.499
H -17.517044 -20.003174 23.582874 -0.067 -0.603 -0.186
H -16.339766 -18.827273 23.091756 0.250 -1.590 -0.161
H -18.750067 -20.726361 19.972698 -0.300 0.371 -1.011
H -18.275329 -21.433049 18.440257 0.070 -0.490 -0.649
H -18.974521 -19.759750 18.394826 0.269 -0.529 0.391
H -15.474616 -23.271503 19.313544 0.207 -0.189 -0.336
H -14.292298 -22.822233 20.546145 -0.183 0.159 0.286
H -14.492222 -21.733891 19.136335 -0.705 -0.976 0.737
C -16.520221 -12.703851 15.603668 -0.673 1.453 1.059
O -15.450261 -13.378698 14.949614 -0.266 -0.773 0.476
P -15.631249 -14.943503 14.546902 0.894 2.467 -0.187
O -16.464959 -15.052358 13.350557 -0.320 -0.643 -0.258
O -16.123996 -15.748844 15.802473 -0.341 -1.069 -0.105
C -17.357946 -16.564974 15.654439 0.967 2.261 0.355
O -14.124345 -15.347418 14.455380 0.270 -0.502 0.504
C -13.076764 -14.696852 13.716269 -0.224 0.205 -0.393
H -16.746137 -11.699110 15.217158 0.613 -0.465 -0.809
H -16.250974 -12.391923 16.651778 -0.155 -1.155 -0.735
H -17.473860 -13.234536 15.514454 0.253 -0.290 0.354
H -17.531514 -16.764528 14.612634 -0.346 -0.056 -0.197
H -18.046937 -15.914553 16.151415 -1.209 0.228 -0.405
H -17.326309 -17.407412 16.279067 0.780 -1.400 0.547
H -12.359824 -14.126311 14.349523 -0.537 -0.796 -0.152
H -13.500571 -13.990633 13.012540 -0.171 0.269 -0.110
H -12.657317 -15.507255 13.118333 0.595 0.209 0.241
C -9.015509 -13.804956 15.390034 1.018 -0.417 0.578
O -8.955193 -13.505546 14.007787 -0.104 0.842 -0.607
P -9.651540 -12.187967 13.471661 -1.679 0.931 0.465
O -11.000735 -11.855995 14.000512 1.091 -0.702 -0.198
O -8.649660 -10.972631 13.679109 0.390 -0.292 -0.065
C -8.900535 -10.064719 14.753617 -0.933 -0.429 0.166
O -9.677989 -12.387229 11.931441 0.670 -0.239 -1.936
C -8.564194 -12.813102 11.080506 -0.260 -0.329 0.717
H -8.052424 -13.704731 15.876598 0.469 0.533 -0.192
H -9.202097 -14.838335 15.443360 -0.593 -1.358 0.127
H -9.752668 -13.316616 15.983323 -0.760 0.639 -0.088
H -8.235120 -9.252250 14.647514 0.606 1.014 -0.466
H -8.624548 -10.524231 15.695672 -0.359 -0.235 0.310
H -9.960330 -9.738111 14.723547 0.708 -0.211 0.230
H -7.666905 -12.724352 11.627672 1.146 0.312 0.792
H -8.382696 -12.271690 10.144549 -1.035 0.230 0.369
H -8.653196 -13.873740 10.906485 -0.418 -0.277 -0.331
C -14.684859 -20.461924 15.969445 0.044 0.958 0.644
O -13.541528 -19.681154 15.501999 -0.438 -0.290 -0.569
P -13.500299 -19.272351 13.955906 0.360 -1.813 -0.022
O -12.263343 -18.590488 13.560521 -0.309 -0.150 0.086
O -13.835153 -20.646231 13.141848 -0.694 1.780 1.580
C -12.922113 -21.372770 12.383563 -0.105 -1.295 -0.972
O -14.856534 -18.528031 13.782411 0.279 -0.119 1.731
C -15.181092 -17.917359 12.586432 -0.012 -0.511 -2.421
H -14.875504 -20.158162 17.026614 0.375 -0.491 -0.768
H -14.547817 -21.518132 15.817219 0.602 -0.388 0.331
H -15.564959 -20.219464 15.405007 -0.458 0.452 -0.316
H -12.953588 -20.997168 11.359270 0.311 -0.062 -0.010
H -13.303917 -22.429153 12.364442 0.593 0.862 0.101
H -11.917202 -21.305200 12.775166 0.305 -0.091 0.005
H -16.086657 -17.402689 12.755954 -0.776 0.914 0.009
H -15.400015 -18.704564 11.827505 0.309 0.481 0.272
H -14.394661 -17.245071 12.207512 -0.304 -0.184 0.288
C -13.888272 -16.954971 17.935164 1.224 -0.907 0.285
O -13.028087 -15.911572 17.527985 0.373 0.928 0.141
P -11.495937 -15.736981 17.921407 -0.932 1.140 -0.489
O -11.024964 -14.434693 17.417731 0.016 -0.650 -0.001
O -11.260112 -15.908007 19.463721 -0.176 -1.753 -0.557
C -11.654518 -14.911456 20.390153 0.639 1.726 -1.708
O -10.895684 -17.074280 17.366983 0.295 0.073 0.967
C -10.951832 -17.326627 15.970247 0.283 -1.155 -0.279
H -14.241302 -17.504981 17.082506 -0.187 -0.073 -0.541
H -14.677453 -16.502402 18.454377 -1.357 0.465 0.679
H -13.395257 -17.666766 18.607076 0.065 0.081 -0.021
H -11.088434 -15.096971 21.256360 0.048 -0.521 1.424
H -12.741666 -14.916272 20.482796 0.220 0.198 0.392
H -11.225679 -13.956684 19.996782 -0.915 -0.280 0.298
H -11.821882 -16.911585 15.432956 0.615 0.256 0.371
H -11.020138 -18.411612 15.887706 -0.173 0.037 -0.115
H -9.958177 -17.073880 15.614223 -0.197 0.445 -0.721
```
Positions in Å, forces in eV/Å.

Löwdin atomic charge list, values in e, 99 entries: C -0.055; O -0.199; C -0.217; C -0.184; O -0.206; C -0.129; H 0.060; H 0.063; H 0.087; H 0.140; H 0.103; H 0.125; H 0.128; H 0.088; H 0.078; H 0.085; C -0.109; O -0.206; C -0.162; C -0.215; O -0.200; C -0.098; H 0.091; H 0.085; H 0.087; H 0.089; H 0.126; H 0.122; H 0.103; H 0.091; H 0.089; H 0.078; C -0.116; O -0.206; C -0.185; C -0.210; O -0.164; C -0.129; H 0.078; H 0.085; H 0.102; H 0.143; H 0.116; H 0.100; H 0.142; H 0.089; H 0.068; H 0.091; C -0.088; O -0.204; C -0.221; C -0.203; O -0.205; C -0.080; H 0.078; H 0.088; H 0.091; H 0.095; H 0.116; H 0.127; H 0.132; H 0.078; H 0.096; H 0.079; C -0.110; O -0.185; C -0.200; C -0.164; O -0.218; C -0.109; H 0.072; H 0.088; H 0.084; H 0.133; H 0.127; H 0.128; H 0.133; H 0.080; H 0.100; H 0.077; C -0.029; O -0.200; P 0.354; O -0.216; O -0.242; C -0.077; O -0.231; C -0.101; H 0.088; H 0.116; H 0.054; H 0.089; H 0.064; H 0.069; H 0.089; H 0.079; H 0.094; C -0.108; O -0.242


Frontier orbital gap readings, ordered: 9.15; 9.46 eV